No. 1
This record from the Open Molecules 2025 dataset describes a single C4H7N3O2 molecule. The level of theory is the ωB97M-V functional and the def2-TZVPD basis.

Its SMILES is C=NO/C(=N\O)[C@@H]1CN1. Its HOMO-LUMO gap is 9.77 eV.

```
! RIJCOSX wB97M-V def2-TZVPD def2/J DEFGRID3
* xyz 0 1
C 0.0342 -0.3930 0.1567
C 1.7519 1.1843 -2.3406
C -0.4660 0.0547 1.4654
C -1.7894 -0.4418 1.8502
H 1.1365 -1.6924 -1.8354
H 2.0865 0.8832 -3.3858
H 1.6336 2.2762 -2.0691
H 0.0068 0.4494 2.3458
H -2.2354 -1.1861 1.0779
H -2.0703 -0.5588 2.9578
H -1.3234 1.6574 2.1555
N -0.2161 -1.5223 -0.3554
N 1.3847 0.0588 -1.7278
N -1.6225 0.9255 1.3423
O 0.6911 -2.2396 -1.2837
O 0.9979 0.5445 -0.3539
*
```


No. 2
This record from the Open Molecules 2025 dataset describes 2 unconnected molecules or ions with the total composition C4H7N3O2. The level of theory is the ωB97M-V functional and the def2-TZVPD basis.

Its SMILES is CN(N)C=O.N=C=C=O. Its HOMO-LUMO gap (spin up / spin down) is 7.03 / 7.07 eV.

```
! RIJCOSX wB97M-V def2-TZVPD def2/J DEFGRID3
* xyz 0 1
C 1.4258 1.2333 0.3894
N 0.2888 0.3299 0.5535
C 0.5828 -1.2589 -1.2184
C -0.6721 -1.4936 -1.4725
N 0.2049 -0.2250 1.8648
C -1.0060 0.7400 -0.0326
N -1.7076 -2.1023 -1.5756
O 1.6752 -1.2248 -1.6796
O -1.0962 1.3589 -1.0747
H -0.2872 0.4339 2.4695
H -0.3456 -1.0825 1.8282
H -2.5001 -1.4458 -1.5731
H -1.8512 0.3235 0.5374
H 1.1769 2.2184 -0.0014
H 2.1276 0.8167 -0.3316
H 1.9841 1.3781 1.3167
*
```


No. 3
This record from the Open Molecules 2025 dataset describes 2 unconnected molecules or ions with the total composition C4H7N3O2. The level of theory is the ωB97M-V functional and the def2-TZVPD basis.

Its HOMO-LUMO gap (spin up / spin down) is 7.74 / 7.74 eV.

```
! RIJCOSX wB97M-V def2-TZVPD def2/J DEFGRID3
* xyz 0 1
C 1.8572 0.2969 0.2950
C -0.5908 -0.8883 -0.3348
C 0.8227 1.2599 0.0863
C -0.8224 -0.2510 0.9549
N 2.6260 -0.4405 0.7575
N 0.1568 -2.0029 -0.3471
N 0.3199 1.6145 -1.1269
O -1.1550 -0.4439 -1.3249
O -1.9388 0.5032 1.1984
H 0.9393 1.9489 0.9300
H -0.2192 -0.5560 1.7658
H 0.5748 -2.0715 0.5801
H 0.4385 -2.5405 -1.1557
H -0.4057 2.3664 -1.0448
H -0.0574 0.8855 -1.7106
H -2.5458 0.3193 0.4768
*
```


No. 4
This record from the Open Molecules 2025 dataset describes 2 unconnected molecules or ions with the total composition C4H7N3O2. The level of theory is the ωB97M-V functional and the def2-TZVPD basis.

Its HOMO-LUMO gap is 6.83 eV.

```
! RIJCOSX wB97M-V def2-TZVPD def2/J DEFGRID3
* xyz 0 1
C -3.7528 -0.0920 0.1614
C 1.7835 0.2761 0.0606
C 1.2743 1.7366 0.0000
C 0.5469 -0.3821 -0.5140
N -0.1817 1.6429 -0.1805
N -0.5089 0.4446 -0.3917
N 0.2052 -1.7806 -0.0807
O -3.6134 -0.6940 -0.8030
O -3.9091 0.4683 1.1438
H 2.6820 0.1283 -0.5400
H 1.9935 -0.0550 1.0917
H 1.4904 2.3359 0.8874
H 1.6941 2.2469 -0.8715
H 0.7722 -2.4815 -0.5698
H -0.7877 -1.8667 -0.3348
H 0.3114 -1.9276 0.9410
*
```


No. 5
This record from the Open Molecules 2025 dataset describes a gas-phase ion, C4H7N3O2P (charge +1). The level of theory is the ωB97M-V functional and the def2-TZVPD basis.

Its SMILES is [NH3+][C@H](O)/N=c1/cconp1. Its HOMO-LUMO gap is 8.78 eV.

```
! RIJCOSX wB97M-V def2-TZVPD def2/J DEFGRID3
* xyz 1 1
C 0.4098 -1.5456 1.2847
C 0.9666 -2.7779 1.1587
C 0.2862 -0.5581 0.2787
C -0.2871 1.5171 -0.7981
N 1.6934 -2.4286 -1.0447
N -0.1145 0.6067 0.5237
N -0.9121 2.6756 -0.1331
O 1.6533 -3.2249 0.0769
O -1.1250 0.9830 -1.7563
P 0.9551 -1.1631 -1.4275
H -0.1659 -1.3726 2.2085
H 0.8257 -3.4169 2.0171
H 0.7689 1.7574 -1.2047
H -0.7860 3.7174 -0.4937
H -0.5917 2.4743 0.7692
H -1.8654 2.5285 -0.1375
H -1.7113 0.2277 -1.3216
*
```


No. 6
This record from the Open Molecules 2025 dataset describes a single C4H7N3O2S molecule. The level of theory is the ωB97M-V functional and the def2-TZVPD basis.

Its HOMO-LUMO gap (spin up / spin down) is 7.67 / 7.68 eV.

```
! RIJCOSX wB97M-V def2-TZVPD def2/J DEFGRID3
* xyz 0 1
C -1.5834 1.1061 -0.5565
C -1.2998 -1.0128 0.1933
C -0.0539 -0.6415 0.5410
C 2.1080 0.9755 0.6733
N -2.2259 0.0096 -0.3351
N -0.3752 1.5222 -0.3071
N -1.8700 -2.2180 0.3428
O 2.2028 -1.5911 -0.1683
O 1.2039 -0.0636 -1.7504
S 1.3993 -0.3997 -0.3726
H -2.0957 1.8757 -1.1406
H 2.8131 1.5433 0.1072
H 1.2258 1.4647 0.9831
H 2.5609 0.5791 1.5918
H 0.0676 2.2785 -0.8882
H -1.2308 -3.0440 0.5928
H -2.8468 -2.3840 0.4937
*
```


No. 7
This record from the Open Molecules 2025 dataset describes a molecular structure, C4H7N3O4S. The level of theory is the ωB97M-V functional and the def2-TZVPD basis.

Its HOMO-LUMO gap is 8.74 eV.

```
! RIJCOSX wB97M-V def2-TZVPD def2/J DEFGRID3
* xyz 0 1
C -0.0862 1.0186 0.2050
C 0.4044 -1.4245 -0.0903
C 0.0384 -0.1052 -0.7934
C 2.0833 1.9870 -0.1144
N 0.8558 1.9709 0.3575
N 1.5141 -1.9944 -0.2152
N -0.4506 -1.9390 0.8439
O -2.8219 0.7786 -1.2805
O -1.1059 1.1850 0.8425
O 2.8561 2.8594 0.0681
O -3.0043 -0.8841 0.3602
S -3.1697 0.5170 0.0568
H -1.0104 -0.4308 -1.2707
H 0.8470 -0.0734 -1.5036
H 2.4638 0.9679 -0.6931
H 0.5879 2.8214 0.8498
H 1.7591 -2.8379 0.2543
H -1.4381 -1.6341 0.8007
H -0.3230 -2.7824 1.3224
*
```


No. 8
This record from the Open Molecules 2025 dataset describes a single C4H7N3S molecule. The level of theory is the ωB97M-V functional and the def2-TZVPD basis.

Its SMILES is Nc1ccc(N)n1S. Its HOMO-LUMO gap is 7.74 eV.

```
! RIJCOSX wB97M-V def2-TZVPD def2/J DEFGRID3
* xyz 0 1
C 1.1273 -0.1738 -0.0169
C 0.7145 -1.4788 -0.0178
C -0.7344 -1.4676 -0.0155
C -1.1346 -0.1662 -0.0180
H 3.0885 -0.3251 0.0467
H 2.6061 1.0641 -0.6559
H 1.3611 -2.3394 -0.0144
H -1.3829 -2.3277 -0.0295
H -2.5862 1.1013 -0.6635
H -3.1289 -0.2504 0.0656
H 0.0349 2.5755 1.2320
N 2.4071 0.3915 0.0821
N -2.4035 0.4333 0.0813
N 0.0080 0.6394 -0.0003
S 0.0231 2.3240 -0.0757
*
```


No. 9
This record from the Open Molecules 2025 dataset describes a molecular structure, C4H7N3S. The level of theory is the ωB97M-V functional and the def2-TZVPD basis.

Its HOMO-LUMO gap is 9.58 eV.

```
! RIJCOSX wB97M-V def2-TZVPD def2/J DEFGRID3
* xyz 0 1
C -2.3231 1.0490 0.3892
C 1.0211 0.4356 0.3916
C -0.1503 0.7486 -0.4389
C -0.8913 -1.0949 -0.4994
N -1.1977 1.5528 0.1185
N 1.3406 -0.9421 0.2607
N 0.0886 -1.6794 0.2690
S -2.5493 -0.7047 -0.0092
H -2.9120 1.7931 0.9974
H 1.9037 0.9832 0.0377
H 0.8238 0.7252 1.4063
H 0.1623 0.8374 -1.4481
H -0.8863 -1.5582 -1.4995
H 1.5457 -1.1171 -0.7394
H -0.2433 -1.5655 1.2707
*
```


No. 10
This record from the Open Molecules 2025 dataset describes a single C4H7N3S molecule. The level of theory is the ωB97M-V functional and the def2-TZVPD basis.

Its SMILES is N/N=C1/CSC=CN1. Its HOMO-LUMO gap is 8.27 eV.

```
! RIJCOSX wB97M-V def2-TZVPD def2/J DEFGRID3
* xyz 0 1
C -0.7930 -0.3024 0.2727
C 0.3839 -1.1409 0.6773
C 1.8118 0.9884 -0.2596
C 0.6814 1.6385 0.2272
H -3.6753 -0.3615 -0.5227
H -2.6291 0.7028 -1.2364
H 0.1369 -2.1425 0.4735
H 0.6997 -0.9813 1.7205
H 2.7252 1.5280 -0.4602
H 0.6179 2.6865 0.4162
H -1.2997 1.5523 0.5098
N -2.8650 0.1627 -0.3992
N -1.9462 -0.7907 -0.0139
N -0.4994 1.0186 0.3279
S 1.7558 -0.8012 -0.3630
*
```


No. 11
This record from the Open Molecules 2025 dataset describes a single C4H7N3S2 molecule. The level of theory is the ωB97M-V functional and the def2-TZVPD basis.

Its SMILES is Cn1[nH]c(=S)n(C)c1=S. Its HOMO-LUMO gap is 8.47 eV.

```
! RIJCOSX wB97M-V def2-TZVPD def2/J DEFGRID3
* xyz 0 1
C 0.3707 1.3177 0.7199
C -0.7734 -0.6285 0.2206
C -0.1578 -0.1497 2.5593
C -0.3604 -0.2448 -2.3458
N 0.2241 1.3473 -0.6266
N -0.2013 0.1607 1.1727
N -0.6775 0.3680 -1.0721
S 1.1847 2.4714 1.6040
S -1.4566 -2.0866 0.3215
H -0.6963 -1.1170 2.8816
H 0.9133 -0.1521 3.0128
H -0.5925 0.6451 3.2176
H 0.8640 -0.3654 -2.4820
H -0.8316 -1.2678 -2.2448
H -0.8177 0.3022 -3.2328
H 0.3124 2.1918 -1.1769
*
```


No. 12
This record from the Open Molecules 2025 dataset describes a gas-phase ion, C4H7N4 (charge +1). The level of theory is the ωB97M-V functional and the def2-TZVPD basis.

Its HOMO-LUMO gap is 9.91 eV.

```
! RIJCOSX wB97M-V def2-TZVPD def2/J DEFGRID3
* xyz 1 1
C 1.7380 1.0817 1.0974
C -0.5409 0.5851 0.0765
C -0.0437 1.6923 -0.7388
C -1.0088 -1.7494 0.5402
N 1.9598 -0.7339 -0.5080
N 0.8506 -1.1605 -0.7703
N 2.0765 0.2094 0.3785
N -0.2587 -0.6730 -0.0703
H -1.3706 0.7982 0.7470
H 0.5778 1.3820 -1.5788
H 0.5247 2.4086 -0.1261
H -0.9009 2.2626 -1.1059
H -1.5055 -1.4046 1.4445
H -1.7587 -2.1206 -0.1597
H -0.3395 -2.5779 0.7738
*
```


Electronic energy values (in eV) by entry order: -12819.21539; -12821.53879; -12824.27848; -12824.28842; -22104.15530; -23656.59875; -27756.10505; -19566.41700; -19563.81138; -19565.38942; -30400.70814; -10209.18889.